C9H18N2O in the gas phase in a non-equilibrium geometry, computed with wB97M-V/def2-TZVPD.

```
! wB97M-V def2-TZVPD RIJCOSX def2/J DEFGRID3
* xyz 0 1
C -1.33275 -1.38318 -0.38468
C 0.67900 -1.00940 1.86221
C 0.56266 1.48538 2.07401
C -1.37143 0.07773 2.79408
C 1.55697 0.46548 -1.47153
C 0.23476 -1.28071 -2.71698
C -0.66555 1.06574 -2.46232
C -0.24327 0.21161 1.75995
C 0.16666 -0.04717 -1.82505
N -0.88821 0.40770 0.47147
N -0.51642 -0.44065 -0.57744
O -2.06159 -2.20298 0.02444
H 1.10832 -1.04650 2.86070
H 0.12516 -1.93194 1.69726
H 1.49266 -0.95438 1.14157
H 0.87445 1.48152 3.11533
H -0.05835 2.35821 1.89399
H 1.44935 1.55132 1.44803
H -0.96781 0.00725 3.80132
H -2.02183 0.94518 2.73006
H -1.96414 -0.81015 2.58880
H 1.47584 1.27165 -0.74799
H 2.16924 -0.32896 -1.05239
H 2.04909 0.84707 -2.36123
H -0.76485 -1.64044 -2.95075
H 0.78589 -2.08083 -2.22705
H 0.73824 -1.03604 -3.64918
H -1.65632 0.70238 -2.71852
H -0.77285 1.88254 -1.75502
H -0.18293 1.43257 -3.36308
*
```

As for the highest occupied orbital energy: -7.72 eV. Its energy above the lowest of the compared OMol25 structures with the same formula, charge and spin is 46.3 kcal per mole. As for the electronic energy: -14649.815 eV. For the orbital gap, the calculation gives 8.324 eV.

2 unconnected molecules or ions with the total composition C2H5IN2 in a non-equilibrium geometry, computed with wB97M-V/def2-TZVPD.

```
! wB97M-V def2-TZVPD RIJCOSX def2/J DEFGRID3
* xyz 0 1
C 0.66588 -0.72214 0.97254
C 0.52813 -0.37890 -0.53787
N -0.00465 -0.96266 -1.49973
N -1.16206 1.67172 -1.02363
I -2.78676 0.70915 -1.29361
H -0.20980 -1.36836 1.33434
H 1.65235 -1.22028 1.24048
H 0.63951 0.33887 1.58168
H 1.04929 0.65812 -0.65949
H -0.37191 1.27449 -0.11471
*
```

As for the highest occupied orbital energy (spin up / spin down): -7.54 / -7.66 eV. Its energy above the lowest of the compared OMol25 structures with the same formula, charge and spin is 156.5 kcal per mole. As for the electronic energy: -13227.664 eV. For the orbital gap (spin up / spin down), the calculation gives 4.800 / 4.632 eV.

11 unconnected molecules or ions with the total composition C50H118N4O18 in a non-equilibrium geometry, computed with wB97M-V/def2-TZVPD.

```
! wB97M-V def2-TZVPD RIJCOSX def2/J DEFGRID3
* xyz -1 2
C 0.58662 -7.56062 -5.05693
C 2.03922 -8.02835 -5.40479
O 1.99870 -8.87006 -6.51380
O -0.16726 -8.55631 -4.45511
H 0.08154 -7.10999 -5.91129
H 0.78655 -6.76449 -4.33977
H 2.32867 -8.62846 -4.54212
H 2.76269 -7.21718 -5.48656
H 2.90682 -9.11867 -6.70121
H -0.22732 -9.22493 -5.14136
C 0.55971 -6.84882 2.60438
C 1.15070 -8.14499 2.04410
O 0.68545 -9.26496 2.81606
O 1.52639 -5.77066 2.46659
H 0.35926 -6.94553 3.67142
H -0.39089 -6.52856 2.17788
H 2.23889 -8.16627 1.98506
H 0.74802 -8.30029 1.04318
H 1.10213 -9.15735 3.67420
H 1.86474 -5.59614 3.34788
C 7.96065 -11.02384 -1.05381
C 7.01199 -11.04317 0.18029
O 7.13276 -9.91459 1.08764
O 7.69582 -9.91869 -1.90223
H 7.95298 -11.96009 -1.61190
H 8.95770 -10.78311 -0.68498
H 7.19222 -12.02130 0.62625
H 5.98589 -11.01671 -0.18647
H 7.21647 -9.13649 0.53163
H 8.41809 -9.87876 -2.53337
C 6.28604 -8.49773 -4.88371
C 5.49092 -9.59410 -5.46644
O 4.71323 -9.23444 -6.64499
O 7.42201 -8.27314 -5.65222
H 6.65772 -8.82759 -3.91359
H 5.76484 -7.54959 -4.75151
H 4.71774 -9.78368 -4.72190
H 6.16173 -10.40863 -5.73969
H 5.37419 -8.98586 -7.29533
H 7.06937 -7.82726 -6.42581
C 3.11144 0.15538 -4.46899
C 1.68642 -0.37551 -4.33828
O 1.66034 -1.50455 -3.48310
O 3.85429 -0.98669 -5.00510
H 3.52717 0.37147 -3.48483
H 3.14160 0.94298 -5.22190
H 1.12479 -0.53214 -5.25923
H 1.19244 0.44070 -3.81113
H 2.35433 -2.04417 -3.86883
H 4.75163 -0.65233 -5.07275
C 6.83687 -4.23583 -6.81505
C 5.46615 -4.58374 -6.31240
O 4.50397 -4.45766 -7.40044
O 7.47542 -5.13600 -7.68066
H 7.44468 -4.21932 -5.91039
H 6.80288 -3.26166 -7.30284
H 5.19363 -3.92046 -5.49149
H 5.48415 -5.61986 -5.97443
H 3.61938 -4.62116 -7.06523
H 6.98233 -5.06286 -8.50109
C -0.27747 -2.88456 -1.35236
C -0.72586 -3.81136 -2.46033
O -2.08388 -3.54581 -2.77783
O -0.32740 -1.50131 -1.74121
H 0.76498 -3.09376 -1.11227
H -0.75431 -3.06016 -0.38806
H -0.63670 -4.81478 -2.04405
H -0.00106 -3.77788 -3.27375
H -2.56779 -3.52185 -1.94907
H 0.39929 -1.39589 -2.35961
C -0.27978 -10.47011 -1.13090
C -0.13184 -11.89586 -0.69061
C -1.35174 -12.56181 -1.25929
C -1.34550 -14.09400 -1.28034
C 0.00868 -14.71266 -1.88410
C 1.27338 -14.04771 -1.26980
N 1.10240 -12.54481 -1.32665
O 2.28057 -11.94401 -1.04661
C 1.46384 -14.60868 0.20120
C 2.45491 -14.40891 -2.18492
C -0.21177 -11.85986 0.82851
H 0.59351 -9.95326 -0.73300
H -1.16420 -9.89785 -0.85086
H -0.10273 -10.38337 -2.20292
H -2.23635 -12.11431 -0.80619
H -1.38085 -12.21643 -2.29271
H -2.13877 -14.39566 -1.96432
H -1.52106 -14.49505 -0.28212
H -0.06738 -14.40941 -2.92830
H 0.01028 -15.79068 -1.72294
H 0.55348 -14.51439 0.79319
H 1.77178 -15.65195 0.27093
H 2.25382 -13.95504 0.57105
H 3.40138 -14.50860 -1.65355
H 2.33071 -15.39111 -2.64093
H 2.59672 -13.68182 -2.98451
H 0.79222 -11.75545 1.23984
H -0.47917 -12.86321 1.16002
H -0.98124 -11.20584 1.23871
H 2.81560 -11.92813 -1.84353
C 3.79486 -6.55762 -2.80776
C 4.12117 -6.61273 -1.27908
C 5.70120 -6.68467 -1.14884
C 6.44622 -5.32573 -1.26275
C 5.80739 -4.27565 -0.40890
C 4.25916 -4.10156 -0.59613
N 3.60570 -5.44460 -0.50086
O 2.21944 -5.39817 -0.40668
C 3.77026 -3.37349 0.73096
C 3.94590 -3.38970 -1.80902
C 3.53271 -7.88503 -0.64435
H 2.78799 -6.22905 -3.06538
H 3.99889 -7.55565 -3.19559
H 4.40759 -5.81722 -3.32203
H 6.05193 -7.30258 -0.32224
H 6.11985 -7.16209 -2.03478
H 6.44135 -4.92436 -2.27615
H 7.46080 -5.57691 -0.95353
H 6.18039 -3.29582 -0.70706
H 6.09003 -4.40258 0.63614
H 2.69098 -3.22141 0.74198
H 3.98806 -3.97060 1.61647
H 4.17697 -2.37907 0.91483
H 4.23259 -3.83416 -2.76211
H 2.87107 -3.49109 -1.95919
H 4.03993 -2.30538 -1.74985
H 3.84938 -7.80854 0.39583
H 4.00073 -8.79831 -1.01173
H 2.45292 -7.98948 -0.75044
H 2.06743 -5.55524 0.52811
C 4.49719 -3.09865 6.94716
C 5.38766 -3.80640 5.85762
C 6.76195 -4.18011 6.44865
C 7.55817 -5.19031 5.65126
C 6.73615 -6.44782 5.30756
C 5.30713 -6.17008 4.67685
N 4.72061 -5.01248 5.32143
O 3.50780 -4.58900 4.79297
C 5.45627 -5.87099 3.19004
C 4.48136 -7.49330 4.94748
C 5.56074 -2.64718 4.76507
H 5.09739 -2.52551 7.65382
H 3.89696 -3.73133 7.60102
H 3.95554 -2.36597 6.34892
H 7.32560 -3.24832 6.49516
H 6.66123 -4.49059 7.48864
H 8.40134 -5.50777 6.26477
H 8.02257 -4.71149 4.78919
H 6.68729 -7.11275 6.16987
H 7.27803 -6.95978 4.51235
H 4.51347 -5.76416 2.65354
H 6.00353 -4.92969 3.13958
H 6.09920 -6.53687 2.61441
H 4.67867 -8.05081 5.86309
H 3.40162 -7.37187 4.86071
H 4.66720 -8.30433 4.24335
H 6.04706 -1.77488 5.20174
H 4.63669 -2.45976 4.21816
H 6.21884 -3.05734 3.99906
H 2.89760 -4.89365 5.46857
C 10.62098 1.74490 -3.71254
C 10.11070 0.28129 -3.67111
C 11.34689 -0.60562 -3.26861
C 10.90266 -1.99186 -2.94928
C 9.91829 -2.07836 -1.80784
C 8.65775 -1.19429 -2.09696
N 9.04393 0.11115 -2.64545
O 8.05374 0.99738 -2.80900
C 7.72188 -1.87429 -3.06277
C 7.98717 -0.99850 -0.70482
C 9.66938 -0.05732 -5.11916
H 10.61223 2.04183 -2.66380
H 9.97901 2.49980 -4.16652
H 11.58298 1.91510 -4.19596
H 11.98913 -0.77704 -4.13246
H 11.91028 -0.15635 -2.45078
H 11.79651 -2.51489 -2.60933
H 10.48478 -2.47655 -3.83164
H 10.36549 -1.96320 -0.82049
H 9.60681 -3.12194 -1.76280
H 7.00936 -1.10980 -3.37257
H 8.25285 -2.36669 -3.87745
H 7.24154 -2.63179 -2.44344
H 8.64423 -0.31444 -0.16776
H 7.01081 -0.52592 -0.81204
H 7.96594 -1.94368 -0.16233
H 8.95667 0.65464 -5.53539
H 9.10886 -0.99205 -5.13282
H 10.51722 -0.08635 -5.80358
H 7.57251 0.61859 -3.54829
*
```

As for the highest occupied orbital energy (spin up / spin down): 0.23 / -5.68 eV. As for the electronic energy: -96566.990 eV. For the orbital gap (spin up / spin down), the calculation gives 1.371 / 7.258 eV. As for the expectation value of S²: 0.7507.

> Which of these has the lowest electronic energy?

C50H118N4O18